C23H44F9N4O7P2SSbSe4Ti as an isolated structure in a non-equilibrium geometry, computed with wB97M-V/def2-TZVPD.

Highest occupied orbital energy = -0.04 eV
ΔE to the lowest compared entry with this formula, charge and spin = 899.8 kJ/mol
LUMO energy = 3.63 eV
Kohn-Sham gap = 3.675 eV
Total energy = -14323.7668 Ha
Total charge = -2

Geometry (Å):
Ti1 0.37 -0.57 -1.20
C1 -3.08 3.34 -2.98
C2 -2.19 3.25 -1.73
C3 -2.26 4.57 -0.95
O1 -2.58 2.18 -0.93
P1 -1.78 0.57 -0.21
O2 -0.87 -0.65 0.11
C4 -0.38 1.76 0.18
P2 0.92 0.84 1.00
O3 1.82 0.02 0.18
O4 1.72 2.14 1.55
C5 3.01 1.97 2.11
C6 4.10 2.07 1.06
C7 3.17 3.05 3.17
O5 0.62 -0.06 2.28
C8 0.08 0.32 3.53
C9 1.08 -0.09 4.61
C10 -1.23 -0.43 3.75
O6 -2.61 0.66 1.17
C11 -3.96 1.03 1.32
C12 -4.57 0.21 2.46
C13 -4.10 2.52 1.64
H1 -2.80 4.21 -3.57
H2 -4.12 3.42 -2.68
H3 -2.96 2.46 -3.61
H4 -1.15 3.12 -2.09
H5 -3.29 4.84 -0.76
H6 -1.79 5.36 -1.53
H7 -1.75 4.47 0.00
H8 -0.74 2.54 0.84
H9 0.07 2.23 -0.69
H10 3.06 0.97 2.57
H11 4.07 3.06 0.59
H12 3.97 1.32 0.29
H13 5.07 1.91 1.52
H14 3.24 4.03 2.70
H15 4.07 2.88 3.75
H16 2.31 3.06 3.84
H17 -0.08 1.40 3.54
H18 1.29 -1.15 4.48
H19 0.64 0.08 5.59
H20 2.01 0.46 4.53
H21 -1.04 -1.49 3.79
H22 -1.92 -0.24 2.93
H23 -1.69 -0.10 4.69
H24 -4.49 0.81 0.39
H25 -4.08 0.47 3.40
H26 -4.44 -0.86 2.29
H27 -5.63 0.44 2.53
H28 -3.49 2.78 2.51
H29 -5.15 2.73 1.86
H30 -3.78 3.11 0.80
N1 -2.19 -2.66 -1.24
N2 -3.16 -1.66 -0.97
C14 -2.83 -0.33 -1.47
N3 -4.07 0.25 -1.88
S1 -1.53 -0.26 -2.77
H31 -2.29 -3.07 -2.17
H32 -2.25 -3.39 -0.54
H33 -4.09 -1.89 -1.33
H34 -3.97 1.26 -1.81
H35 -4.27 0.02 -2.86
Se1 3.21 -6.38 -3.09
Sb1 2.25 -4.12 -2.81
Se2 0.48 -2.29 -2.58
Se3 2.07 -2.02 -1.41
Se4 3.41 -3.63 -4.92
C15 3.10 -4.61 0.86
C16 1.66 -5.10 1.03
C17 1.49 -5.82 2.37
C18 1.27 -6.00 -0.16
C19 0.76 -3.96 1.01
N4 0.00 -3.10 1.02
H36 3.79 -5.43 1.05
H37 3.33 -3.78 1.53
H38 3.26 -4.26 -0.19
H39 2.16 -6.68 2.40
H40 0.47 -6.18 2.52
H41 1.74 -5.17 3.21
H42 0.50 -6.72 0.12
H43 2.16 -6.52 -0.55
H44 0.89 -5.37 -1.01
F1 1.05 3.57 -2.64
C20 2.13 2.88 -3.02
F2 2.55 3.47 -4.15
F3 3.06 3.12 -2.09
C21 1.86 1.38 -3.20
O7 1.16 0.87 -2.19
C22 1.15 1.17 -4.55
F4 0.70 -0.07 -4.66
F5 0.12 2.00 -4.70
F6 1.96 1.39 -5.60
C23 3.23 0.67 -3.29
F7 3.12 -0.53 -3.82
F8 3.74 0.53 -2.05
F9 4.13 1.37 -4.00

List of Mulliken charges in e, atom by atom: Ti -1.10; C -1.95; C 2.14; C -1.78; O 0.16; P 1.11; O -0.57; C -1.22; P 0.95; O -0.77; O -0.37; C 1.15; C -1.24; C -1.87; O 0.25; C 0.63; C -1.75; C -0.76; O 0.56; C 0.91; C -1.83; C -1.24; H 0.45; H 0.41; H 0.31; H -0.93; H 0.39; H 0.39; H 0.35; H 1.19; H -0.01; H 0.10; H 0.32; H 0.04; H 0.48; H 0.40; H 0.41; H 0.40; H 0.40; H 0.26; H 0.48; H 0.32; H 0.30; H -0.26; H 0.49; H 0.29; H 0.38; H 0.36; H 0.42; H 0.21; H 0.50; H -0.03; N -0.37; N -0.19; C 0.69; N -0.64; S -0.92; H 0.29; H 0.20; H 0.32; H 0.10; H 0.40; Se -0.85; Sb -0.01; Se -0.70; Se 0.03; Se -0.72; C -1.10; C 2.67; C -1.92; C -1.17; C -0.73; N -0.51; H 0.47; H 0.23; H -0.01; H 0.46; H 0.40; H 0.35; H 0.41; H 0.29; H -0.09; F -0.19; C 0.09; F -0.30; F -0.26; C 1.02; O 1.23; C 0.16; F -0.10; F -0.23; F -0.30; C -0.08; F -0.12; F -0.16; F -0.31


One molecule with the formula C4H11O2P in a non-equilibrium geometry, computed with wB97M-V/def2-TZVPD.

Highest occupied orbital energy = -8.63 eV
ΔE to the lowest compared entry with this formula, charge and spin = 228.0 kJ/mol
LUMO energy = 0.67 eV
Kohn-Sham gap = 9.300 eV
Total energy = -650.7393 Ha
Structure (SMILES) = CC(C)C(O)(O)P

Geometry (Å):
C1 -1.21 0.92 -0.73
C2 -0.80 -1.05 0.85
C3 -0.31 -0.22 -0.25
C4 1.32 0.53 0.20
O1 1.48 1.74 -0.40
O2 1.52 0.57 1.57
P1 2.51 -0.74 -0.58
H1 -0.67 1.79 -1.10
H2 -1.84 0.62 -1.46
H3 -1.78 1.35 0.10
H4 -1.18 -0.71 1.81
H5 0.07 -1.71 1.15
H6 -1.48 -1.88 0.62
H7 0.03 -0.74 -1.17
H8 1.66 2.30 0.38
H9 0.73 0.09 2.11
H10 3.66 -0.55 0.34
H11 1.86 -1.68 0.02

List of Mulliken charges in e, atom by atom: C -1.50; C -1.47; C 0.34; C 0.47; O -0.47; O -0.56; P -0.05; H 0.36; H 0.46; H 0.31; H 0.38; H 0.34; H 0.36; H 0.34; H 0.30; H 0.37; H 0.04; H -0.03


A 2-piece molecular cluster, C2H4BrNO2 overall in a non-equilibrium geometry, computed with wB97M-V/def2-TZVPD.

Highest occupied orbital energy = -8.18 eV
ΔE to the lowest compared entry with this formula, charge and spin = 203.3 kJ/mol
LUMO energy = 0.11 eV
Kohn-Sham gap = 8.291 eV
Total energy = -2857.7824 Ha

Geometry (Å):
C1 -0.67 -0.81 2.03
C2 0.85 0.25 -0.04
N1 -0.26 0.73 -0.93
O1 -1.47 -0.56 1.23
O2 0.14 -1.25 2.70
Br1 1.32 -1.56 -1.14
H1 1.77 0.77 -0.35
H2 -0.71 1.55 -0.40
H3 -0.09 0.99 -2.01
H4 -0.90 -0.11 -1.08

List of Mulliken charges in e, atom by atom: C 0.78; C -0.66; N -0.44; O -0.41; O -0.32; Br -0.31; H 0.27; H 0.38; H 0.33; H 0.37


A 2-piece molecular cluster, C7H19N2O overall in a non-equilibrium geometry, computed with wB97M-V/def2-TZVPD.

Highest occupied orbital energy (spin up / spin down) = -10.68 / -10.68 eV
ΔE to the lowest compared entry with this formula, charge and spin = 562.4 kJ/mol
LUMO energy (spin up / spin down) = -2.77 / -2.77 eV
Kohn-Sham gap (spin up / spin down) = 7.905 / 7.905 eV
Total energy = -462.4634 Ha
Total charge = +1

Geometry (Å):
C1 -1.53 -2.01 0.15
C2 -2.57 0.82 1.30
C3 -2.38 1.55 -1.01
C4 1.98 0.58 -1.43
C5 3.49 -0.47 0.27
C6 -1.62 -0.70 -0.51
C7 0.91 -0.39 0.67
N1 -2.20 0.40 -0.10
N2 2.14 -0.47 -0.35
O1 1.11 0.82 1.40
H1 -0.85 -2.55 -0.33
H2 -2.50 -2.42 -0.03
H3 -1.29 -1.86 1.22
H4 -1.67 1.10 1.96
H5 -3.26 1.63 1.17
H6 -2.96 -0.10 1.83
H7 -3.53 1.67 -1.12
H8 -2.08 2.47 -0.52
H9 -1.75 1.27 -1.91
H10 1.13 0.41 -1.97
H11 2.09 1.58 -0.94
H12 2.84 0.69 -2.08
H13 4.24 -0.77 -0.54
H14 3.61 0.46 0.85
H15 3.52 -1.26 0.96
H16 -1.39 -0.62 -1.58
H17 1.09 -1.34 1.24
H18 1.82 -1.35 -0.84
H19 1.63 0.85 2.23

List of Mulliken charges in e, atom by atom: C -1.59; C -0.85; C -0.88; C -0.86; C -0.89; C 0.46; C -0.40; N 0.14; N -0.10; O -0.57; H 0.40; H 0.43; H 0.41; H 0.20; H 0.43; H 0.38; H 0.36; H 0.36; H 0.25; H 0.31; H 0.33; H 0.35; H 0.34; H 0.33; H 0.36; H 0.30; H 0.31; H 0.38; H 0.30


An isolated ion of composition C11H13BrP and charge +1 in a non-equilibrium geometry, computed with wB97M-V/def2-TZVPD.

Highest occupied orbital energy = -13.38 eV
ΔE to the lowest compared entry with this formula, charge and spin = 128.4 kJ/mol
LUMO energy = -5.06 eV
Kohn-Sham gap = 8.316 eV
Total energy = -3342.0162 Ha
Total charge = +1

Geometry (Å):
C1 3.15 -1.91 -0.14
C2 2.36 -2.18 -1.19
C3 2.72 -1.23 1.02
C4 0.98 -1.83 -1.19
C5 1.42 -0.86 1.06
C6 0.59 -1.14 -0.02
C7 -0.96 1.71 1.65
C8 -0.81 2.23 0.43
C9 -1.42 0.27 1.73
C10 -1.05 1.40 -0.82
C11 -2.27 1.89 -1.56
P1 -1.05 -0.28 0.00
Br1 -2.72 -1.90 -0.91
H1 4.23 -2.23 -0.18
H2 2.69 -2.82 -1.93
H3 3.52 -1.18 1.82
H4 0.36 -2.34 -1.84
H5 0.94 -0.13 1.79
H6 -0.92 2.21 2.63
H7 -0.67 3.19 0.19
H8 -0.81 -0.37 2.47
H9 -2.48 0.17 1.99
H10 -0.10 1.55 -1.53
H11 -2.95 2.22 -0.82
H12 -2.73 1.08 -2.22
H13 -2.02 2.48 -2.42

List of Mulliken charges in e, atom by atom: C -0.23; C -0.65; C -0.77; C -0.59; C 0.05; C 0.86; C -0.37; C -0.86; C -0.87; C 0.56; C -1.36; P 0.36; Br -0.19; H 0.31; H 0.43; H 0.33; H 0.40; H 0.10; H 0.42; H 0.65; H 0.45; H 0.45; H 0.40; H 0.42; H 0.35; H 0.38


A 2-piece molecular cluster, C6H17NO2 overall in a non-equilibrium geometry, computed with wB97M-V/def2-TZVPD.

Highest occupied orbital energy = -9.67 eV
ΔE to the lowest compared entry with this formula, charge and spin = 157.2 kJ/mol
LUMO energy = 0.85 eV
Kohn-Sham gap = 10.513 eV
Total energy = -443.9811 Ha
Structure (SMILES) = CCC[C@@H](CO)NC.O

Geometry (Å):
C1 -1.43 1.20 1.96
N1 -0.83 1.27 0.63
C2 -0.22 -0.05 0.30
C3 -0.19 -0.20 -1.22
C4 0.14 -1.61 -1.72
C5 -0.97 -2.62 -1.42
C6 1.28 -0.04 0.77
O1 1.43 -1.43 1.05
H1 -2.26 1.95 2.04
H2 -0.85 1.57 2.81
H3 -1.83 0.22 2.33
H4 -1.61 1.30 -0.04
H5 -0.77 -0.85 0.88
H6 0.44 0.50 -1.77
H7 -1.19 0.16 -1.58
H8 1.05 -2.04 -1.24
H9 0.28 -1.63 -2.82
H10 -1.55 -2.47 -0.49
H11 -1.77 -2.83 -2.08
H12 -0.53 -3.60 -1.15
H13 1.83 0.33 -0.09
H14 1.34 0.48 1.74
H15 2.34 -1.66 1.25
H16 0.26 2.74 -0.98
H17 0.46 2.84 0.43
O2 0.95 3.10 -0.40

List of Mulliken charges in e, atom by atom: C -0.96; N -0.35; C 0.43; C -1.11; C -0.33; C -1.27; C -0.79; O -0.54; H 0.36; H 0.29; H 0.31; H 0.27; H 0.33; H 0.30; H 0.42; H 0.24; H 0.33; H 0.28; H 0.38; H 0.31; H 0.39; H 0.38; H 0.32; H 0.32; H 0.37; O -0.69